(1)
Computed, not measured: an isolated ion of composition C3H5O2S and charge -1, with ωB97M-V/def2-TZVPD.

M = 105.138 g mol⁻¹
charge = -1
structure (SMILES) = O=C([O-])CCS
HOMO = -3.87 eV
orbital gap = 0.257 hartree
lowest unoccupied orbital energy = 3.120 eV

Geometry (Å):
O1 2.3171 0.9174 -0.0991
C1 1.6955 -0.1399 0.0186
O2 2.0205 -1.1287 0.8690
C2 0.2837 -0.1833 -0.5903
C3 -0.7713 0.3646 0.4835
S1 -2.4788 0.5206 -0.0423
H1 0.3757 0.5021 -1.4481
H2 0.0402 -1.2033 -0.8200
H3 -0.6398 -0.1968 1.3715
H4 -0.2884 1.3465 0.6746
H5 -2.5544 -0.7991 -0.4173

(2)
Computed, not measured: C16H24N2O8Zn as an isolated structure, with ωB97M-V/def2-TZVPD.

M = 437.764 g mol⁻¹
HOMO = -7.89 eV
orbital gap = 0.291 hartree
lowest unoccupied orbital energy = 0.021 eV

Geometry (Å):
Zn1 0.6003 0.5062 -0.0187
O1 -1.4265 3.7948 0.8598
C1 -0.8907 2.6989 1.0120
O2 -0.7174 1.8856 0.0371
C2 -0.5799 2.1763 2.4777
C3 -1.1941 0.7941 2.6450
C4 -1.2906 0.5692 4.1050
C5 0.1750 0.3168 4.5778
C6 0.9054 0.4876 3.2862
O3 -0.1713 -0.1222 2.1959
C7 0.8358 1.9735 2.8970
C8 2.0340 2.2285 1.8441
O4 2.8181 3.1663 2.0531
O5 2.0593 1.3612 0.9045
H1 -1.0375 2.9367 3.1358
H2 -2.0679 0.6711 2.0473
H3 -1.9476 1.2892 4.5898
H4 -1.8977 -0.3503 4.2901
H5 0.5589 0.9456 5.3527
H6 0.3032 -0.7038 5.0168
H7 1.8322 -0.0747 3.1823
H8 1.0551 2.5265 3.8237
C9 1.2529 -4.0026 1.1399
N1 0.5917 -3.6638 -0.1306
C10 -0.5472 -4.4590 -0.5245
C11 0.7880 -2.4418 -0.6689
O6 1.2134 -1.4556 -0.0076
C12 0.5010 -2.3443 -2.2155
O7 -0.7347 -1.5667 -2.2843
C13 -0.6729 -0.5759 -3.3122
C14 0.0605 0.7183 -2.9881
O8 0.8876 0.7728 -2.0323
N2 -0.2982 1.7610 -3.7493
C15 0.2568 3.0472 -3.2887
C16 -1.2951 1.9146 -4.7606
H9 2.0269 -4.8017 1.0165
H10 0.5056 -4.2428 1.9016
H11 1.8025 -3.0908 1.5149
H12 -1.2050 -4.6429 0.3009
H13 -0.2233 -5.4983 -0.8082
H14 -1.0459 -3.9354 -1.3716
H15 0.5089 -3.3579 -2.7174
H16 1.2614 -1.7169 -2.7049
H17 -1.6789 -0.4065 -3.6481
H18 -0.2193 -1.0066 -4.2362
H19 1.3033 3.1899 -3.6190
H20 0.1464 3.1638 -2.1550
H21 -0.4244 3.7741 -3.6843
H22 -2.3073 2.3112 -4.4682
H23 -1.4678 0.9345 -5.2167
H24 -0.9430 2.5454 -5.5964

(3)
Computed, not measured: C27H57BrGeLuNO4SSi as an isolated structure, with ωB97M-V/def2-TZVPD.

M = 847.390 g mol⁻¹
2S+1 = 2
charge = +1
HOMO (alpha / beta) = -10.88 / -10.89 eV
orbital gap (alpha / beta) = 0.305 / 0.276 hartree
lowest unoccupied orbital energy (alpha / beta) = -2.594 / -3.378 eV

Geometry (Å):
Lu1 -1.7106 -0.0006 0.3394
C1 -1.8568 0.1732 -3.4352
C2 -2.9736 -0.5601 -2.7601
C3 -4.3240 -0.1223 -3.3945
C4 -2.8728 -2.0560 -2.6930
O1 -2.9900 -0.1407 -1.3672
Ge1 -4.0447 1.2875 -0.5767
O2 -2.3223 2.0735 -0.1674
C5 -2.2986 3.5041 0.1394
C6 -0.9632 3.9740 -0.4883
C7 -3.3604 4.3318 -0.5771
C8 -2.4863 3.6469 1.6751
O3 -3.6769 0.3339 1.1887
C9 -4.7746 -0.3596 1.8372
C10 -4.2590 -1.0361 3.0687
C11 -5.1612 -1.4643 0.8946
C12 -5.9262 0.6009 2.1132
H1 -1.8708 0.0613 -4.5305
H2 -0.8546 -0.1275 -3.0945
H3 -2.0062 1.1929 -3.2363
H4 -4.5192 -0.6227 -4.3729
H5 -4.2835 0.9417 -3.5374
H6 -5.1986 -0.2629 -2.7310
H7 -2.7276 -2.5467 -3.6408
H8 -3.7379 -2.4908 -2.1996
H9 -1.9177 -2.3107 -2.1860
H10 -1.0844 3.9598 -1.5161
H11 -0.0357 3.4757 -0.1633
H12 -0.7835 5.0505 -0.2201
H13 -3.2748 4.1418 -1.6074
H14 -3.1787 5.4027 -0.4049
H15 -4.4071 4.1228 -0.2633
H16 -1.5575 3.4033 2.2276
H17 -3.3546 3.0161 1.9103
H18 -2.7612 4.7050 1.9321
H19 -3.3308 -1.6396 2.9255
H20 -5.0112 -1.7523 3.4233
H21 -4.0106 -0.2620 3.8336
H22 -4.3159 -2.0357 0.6441
H23 -5.7771 -1.1850 -0.0390
H24 -5.7996 -2.1730 1.4273
H25 -5.7000 1.2528 2.9077
H26 -6.7838 -0.0098 2.3722
H27 -6.1423 1.2062 1.2338
S1 -0.1195 -4.6446 0.4840
C13 -0.7600 -3.2175 0.6203
N1 -1.2675 -2.1353 0.7369
C14 4.2480 -2.6370 -2.0645
C15 3.0640 -1.8139 -1.7891
C16 2.6890 -1.0932 -3.1020
C17 1.8911 -2.7792 -1.5024
Si1 3.3560 -0.6794 -0.3175
Br1 1.2314 0.5268 -0.4286
C18 3.4406 -1.4652 1.4487
C19 3.9175 -0.4347 2.5514
C20 4.4038 -2.6460 1.3852
C21 2.0535 -1.9845 1.8387
C22 4.5721 0.7994 -0.5346
C23 4.4728 1.4250 -1.9372
C24 4.2310 2.0172 0.3995
C25 5.8906 0.2020 -0.1797
H28 4.1177 -3.1998 -2.9860
H29 4.4870 -3.3191 -1.2262
H30 5.1675 -2.0580 -2.1683
H31 2.1631 -1.7890 -3.7981
H32 3.5694 -0.7001 -3.6806
H33 2.0105 -0.2033 -3.0147
H34 1.7060 -3.3721 -2.4290
H35 0.9961 -2.3189 -1.1067
H36 2.1133 -3.5635 -0.7594
H37 4.9285 -0.0859 2.4048
H38 3.7951 -0.9738 3.5117
H39 3.1650 0.3469 2.6139
H40 5.4243 -2.4554 0.9874
H41 4.0058 -3.4528 0.7847
H42 4.4995 -3.1971 2.3346
H43 1.2528 -1.2566 1.8248
H44 2.0452 -2.3781 2.9062
H45 1.7766 -2.8438 1.2732
H46 3.4562 1.5585 -2.2875
H47 5.0279 0.8909 -2.6951
H48 4.9525 2.4329 -1.9646
H49 3.1792 2.2646 0.1109
H50 5.0552 2.6521 0.3004
H51 4.2874 1.6255 1.4107
H52 6.2085 -0.4941 -0.8877
H53 5.8617 -0.2417 0.8141
H54 6.5955 1.0112 -0.0903
C26 0.4917 1.3000 4.2469
C27 -0.7182 1.1783 3.4018
O4 -0.9501 0.5186 2.4586
H55 1.1438 2.0398 3.7446
H56 1.0515 0.3285 4.1888
H57 0.2454 1.6160 5.2757

(4)
Computed, not measured: a 2-piece molecular cluster, C2H3NO3S overall, with ωB97M-V/def2-TZVPD.

M = 121.117 g mol⁻¹
HOMO (alpha / beta) = -9.72 / -9.73 eV
orbital gap (alpha / beta) = 0.297 / 0.297 hartree
lowest unoccupied orbital energy (alpha / beta) = -1.654 / -1.656 eV

Geometry (Å):
C1 0.7881 0.0351 0.2871
C2 1.7036 0.0364 -0.7497
N1 -0.2068 0.9035 0.4800
O1 -2.0493 -0.8173 -0.8105
O2 -2.4338 -1.0454 1.6569
O3 -0.1369 2.0776 0.2622
S1 -2.4232 -0.2039 0.4380
H1 0.9040 -0.8442 0.9873
H2 2.4210 -0.7118 -0.8932
H3 1.4334 0.5699 -1.6582